A structure of composition C51H47CsN10O4S3, computed with the ωB97M-V functional and the def2-TZVPD basis.

Each line ends with the Mulliken charge.
Geometry (Å):
Cs  0.585  -0.487  1.742  0.75
N  7.151  -1.329  1.941  -0.64
C  5.786  -1.795  1.779  0.29
S  4.814  -1.919  3.229  -0.59
N  5.356  -1.862  0.573  -1.14
N  4.029  -2.205  0.468  0.76
C  3.788  -3.437  0.522  -1.37
C  2.464  -4.023  0.620  1.08
C  2.349  -5.404  0.503  -0.42
C  1.112  -6.048  0.543  -0.90
C  0.058  -5.225  0.791  -0.92
C  0.251  -3.807  0.951  -1.62
N  1.415  -3.208  0.839  1.13
H  7.150  -0.909  2.875  0.25
H  7.346  -0.586  1.313  0.24
H  4.587  -4.182  0.587  0.27
H  3.252  -5.984  0.280  0.37
H  1.027  -7.131  0.425  0.40
H  -0.968  -5.543  0.837  0.58
H  -0.606  -3.249  1.142  1.38
C  -2.551  2.897  -4.325  -0.96
C  -1.432  2.199  -3.904  -0.60
C  -1.040  2.215  -2.569  0.07
C  -1.779  2.978  -1.683  0.04
C  -2.884  3.665  -2.059  -0.55
C  -3.274  3.653  -3.401  -0.52
N  -1.332  2.788  -0.343  0.49
N  -1.952  3.452  0.473  -0.48
C  -1.486  3.446  1.845  -0.23
C  -2.271  4.299  2.640  -0.15
C  -1.954  4.453  3.934  -0.55
C  -0.843  3.799  4.463  -0.39
C  -0.056  2.987  3.653  -0.84
C  -0.370  2.716  2.259  0.11
H  -2.935  2.832  -5.334  0.40
H  -0.891  1.549  -4.542  0.90
H  -0.211  1.680  -2.123  0.40
H  -3.444  4.177  -1.267  0.41
H  -4.154  4.244  -3.632  0.34
H  -3.148  4.821  2.176  0.23
H  -2.565  5.035  4.646  0.25
H  -0.627  3.869  5.516  0.37
H  0.797  2.492  4.089  0.43
C  -6.198  2.458  5.043  -1.46
C  -5.430  1.296  4.495  0.50
C  -4.169  1.385  3.914  -0.28
C  -3.568  0.298  3.275  0.18
C  -4.250  -0.926  3.247  -0.75
C  -5.521  -1.039  3.800  -1.20
C  -6.104  0.074  4.400  -0.52
S  -3.748  -2.369  2.398  1.53
O  -4.225  -2.099  1.025  -0.73
O  -4.495  -3.438  3.074  -0.85
N  -2.178  -2.541  2.459  0.11
C  -1.521  -2.474  3.661  0.15
C  -2.053  -2.043  4.903  -0.90
C  -1.175  -1.690  5.920  -0.39
C  0.208  -1.830  5.819  -0.97
C  0.638  -2.422  4.651  -0.51
N  -0.195  -2.694  3.628  0.08
H  -7.274  2.411  4.878  0.38
H  -5.873  3.393  4.581  0.35
H  -6.039  2.636  6.126  0.26
H  -3.603  2.308  3.960  0.28
H  -2.584  0.421  2.875  0.78
H  -6.012  -1.967  3.665  0.53
H  -7.103  -0.012  4.802  0.33
H  -3.099  -1.978  5.051  0.66
H  -1.554  -1.285  6.855  0.35
H  0.934  -1.633  6.598  0.46
H  1.682  -2.575  4.409  0.50
O  1.228  -0.784  -1.979  -0.49
S  1.941  -2.030  -2.375  0.79
C  0.726  -2.948  -3.426  -1.45
C  -0.617  -2.379  -3.218  0.03
C  -1.341  -2.697  -2.062  -0.13
C  -2.575  -2.164  -1.852  -0.67
C  -3.124  -1.327  -2.829  -0.74
C  -2.424  -1.023  -3.979  -0.47
C  -1.143  -1.540  -4.187  -0.12
C  3.067  -1.478  -3.752  -1.70
C  2.428  -0.734  -4.853  0.56
C  2.105  -1.357  -6.043  -0.26
C  1.333  -0.701  -7.003  -0.80
C  0.866  0.564  -6.729  -0.31
C  1.260  1.232  -5.598  -0.57
C  1.983  0.596  -4.638  0.25
H  0.787  -3.966  -3.041  0.61
H  1.116  -2.922  -4.442  0.55
H  -0.862  -3.338  -1.339  0.35
H  -3.061  -2.318  -0.913  0.90
H  -4.099  -0.904  -2.658  0.45
H  -2.880  -0.372  -4.730  0.38
H  -0.586  -1.417  -5.138  0.21
H  3.526  -2.440  -4.061  0.46
H  3.844  -0.943  -3.235  0.53
H  2.499  -2.371  -6.198  0.37
H  1.089  -1.214  -7.912  0.38
H  0.142  1.048  -7.382  0.34
H  1.031  2.288  -5.465  0.52
H  2.196  1.115  -3.693  0.08
N  6.286  4.177  -2.367  -0.47
C  5.306  4.492  -1.425  0.29
O  5.275  5.548  -0.818  -0.61
C  4.288  3.454  -1.210  1.08
C  3.052  3.847  -0.723  -0.99
C  2.124  2.891  -0.337  0.11
N  2.359  1.574  -0.412  0.35
C  3.523  1.191  -0.897  -0.49
C  4.524  2.060  -1.305  -0.84
H  7.162  4.685  -2.227  0.26
H  6.392  3.220  -2.617  0.23
H  2.815  4.867  -0.624  0.58
H  1.192  3.164  0.128  -0.08
H  3.709  0.107  -0.906  0.20
H  5.502  1.669  -1.513  0.36

Energy relative to the best compared isomer or geometry (same formula, charge and spin)   74.89 kJ/mol
Highest occupied orbital energy   -2.2 eV
Kohn-Sham gap   5.58 eV
Charge   -2
Strongest force on any atom   2.9 eV/A

***

A cluster of 2 separate species, C21H36FINO4 in total, computed with the ωB97M-V functional and the def2-TZVPD basis.

Each line ends with the natural charge from an NBO analysis.
Geometry (Å):
C  5.694  2.378  3.470  -0.20
C  5.916  1.462  2.733  -0.02
C  5.859  0.229  1.950  -0.51
C  4.613  0.148  1.087  0.18
O  4.656  -0.992  0.225  -0.70
C  4.470  1.309  0.084  0.78
O  5.267  2.118  -0.265  -0.52
O  3.204  1.208  -0.377  -0.52
C  2.310  0.902  0.764  0.56
O  1.358  0.038  0.241  -0.70
C  1.761  2.293  1.098  -0.49
C  0.942  2.463  2.359  0.04
F  1.765  2.399  3.475  -0.36
C  3.283  0.306  1.817  -0.37
C  2.898  -0.801  2.835  -0.25
I  0.816  -0.945  3.333  0.07
C  3.392  -2.218  2.526  -0.43
C  2.715  -2.907  1.341  -0.62
H  5.574  3.149  4.193  0.24
H  6.721  0.210  1.276  0.25
H  5.944  -0.617  2.629  0.24
H  5.519  -1.406  0.331  0.48
H  0.521  0.505  0.189  0.46
H  2.637  2.931  1.212  0.25
H  1.202  2.668  0.242  0.22
H  0.490  3.457  2.353  0.18
H  0.137  1.739  2.462  0.17
H  3.477  1.175  2.447  0.27
H  3.372  -0.505  3.766  0.23
H  4.472  -2.191  2.426  0.21
H  3.174  -2.801  3.421  0.22
H  3.419  -3.573  0.848  0.22
H  2.389  -2.195  0.589  0.22
H  1.855  -3.483  1.671  0.21
C  -6.191  0.271  -3.379  -0.62
C  -5.056  1.297  -3.358  -0.43
C  -3.620  0.795  -3.412  -0.20
N  -3.095  -0.053  -2.267  -0.20
C  -3.580  -1.478  -2.404  -0.22
C  -3.258  -2.346  -1.198  -0.43
C  -3.744  -1.698  0.091  -0.40
C  -3.116  -0.319  0.241  -0.43
C  -3.477  0.560  -0.944  -0.22
C  -1.603  -0.056  -2.407  -0.41
H  -6.344  -0.199  -2.406  0.20
H  -7.126  0.765  -3.635  0.24
H  -6.017  -0.507  -4.123  0.21
H  -5.189  1.980  -2.518  0.22
H  -5.158  1.924  -4.247  0.25
H  -2.966  1.666  -3.446  0.23
H  -3.445  0.210  -4.316  0.22
H  -4.654  -1.443  -2.552  0.23
H  -3.123  -1.871  -3.311  0.23
H  -3.742  -3.312  -1.342  0.25
H  -2.186  -2.550  -1.137  0.22
H  -3.500  -2.325  0.947  0.24
H  -4.834  -1.601  0.067  0.21
H  -2.031  -0.408  0.349  0.21
H  -3.473  0.165  1.150  0.25
H  -2.985  1.531  -0.898  0.23
H  -4.553  0.713  -0.960  0.23
H  -1.241  0.962  -2.290  0.23
H  -1.352  -0.429  -3.396  0.24
H  -1.163  -0.698  -1.651  0.24

Highest occupied orbital energy   -11.3 eV
Kohn-Sham gap   8.78 eV
Charge   +1
Strongest force on any atom   1.5 eV/A

***

A structure of composition C2H2N2O3S, computed with the ωB97M-V functional and the def2-TZVPD basis.

Each line ends with the natural charge from an NBO analysis.
Geometry (Å):
C  -0.040  -0.378  -0.385  -0.21
C  0.406  0.619  0.269  0.07
N  0.891  -1.213  -1.133  -0.31
N  2.062  -0.894  -1.039  0.30
O  -1.278  -2.897  -1.275  -0.92
O  0.708  -3.788  -0.181  -0.88
O  2.464  0.070  -0.417  -0.31
S  0.100  -3.319  -1.399  1.71
H  -1.022  -0.805  -0.527  0.31
H  0.656  1.458  0.855  0.25

Energy relative to the best compared isomer or geometry (same formula, charge and spin)   567.63 kJ/mol
Highest occupied orbital energy (alpha / beta)   -10.7 / -10.7 eV
Kohn-Sham gap (alpha / beta)   9.19 / 9.19 eV
Charge   0
Strongest force on any atom   2.7 eV/A

***

An isolated molecule of C4H7NOS, computed with the ωB97M-V functional and the def2-TZVPD basis.

Each line ends with the natural charge from an NBO analysis.
Geometry (Å):
C  -2.857  0.060  0.044  -0.25
C  -0.559  -0.325  -0.035  0.24
C  -0.659  -1.635  -0.136  -0.46
C  0.837  0.383  -0.068  0.09
H  -2.970  -0.585  -0.841  0.19
H  -3.572  0.946  -0.011  0.20
H  -3.018  -0.564  0.942  0.18
H  0.192  -2.236  -0.243  0.24
H  -1.618  -2.140  -0.042  0.21
H  -0.142  2.153  0.029  0.41
H  1.594  2.288  -0.131  0.41
N  0.761  1.709  -0.128  -0.76
O  -1.563  0.584  0.122  -0.52
S  2.259  -0.462  0.087  -0.18

Energy relative to the best compared isomer or geometry (same formula, charge and spin)   113.21 kJ/mol
Structure (SMILES)   C=C(OC)C(N)=S
Highest occupied orbital energy   -8.3 eV
Kohn-Sham gap   8.74 eV
Charge   0
Strongest force on any atom   2.3 eV/A

***

An isolated molecule of C6H7F2NO3S, computed with the ωB97M-V functional and the def2-TZVPD basis.

Each line ends with the natural charge from an NBO analysis.
Geometry (Å):
C  -0.133  -1.040  0.625  0.11
C  -0.515  -1.699  1.609  -0.24
C  1.579  0.444  2.531  -0.07
C  -0.137  -0.799  -0.813  -0.15
C  -0.679  -2.106  2.865  0.71
C  -1.262  0.178  -1.198  -0.60
N  1.193  -0.285  -1.157  -0.84
O  2.654  -1.438  0.559  -0.89
O  3.166  0.844  -0.185  -0.91
O  1.163  0.452  1.278  -0.67
F  -0.011  -3.106  3.442  -0.30
F  -1.702  -1.727  3.641  -0.31
S  2.218  -0.170  0.107  2.49
H  0.903  0.878  3.245  0.17
H  2.362  -0.230  2.826  0.17
H  -0.257  -1.752  -1.350  0.23
H  -1.877  -0.247  -1.984  0.23
H  -0.849  1.117  -1.554  0.21
H  -1.892  0.393  -0.338  0.24
H  1.201  0.554  -1.716  0.42

Energy relative to the best compared isomer or geometry (same formula, charge and spin)   180.29 kJ/mol
Highest occupied orbital energy (alpha / beta)   -6.9 / -10.5 eV
Kohn-Sham gap (alpha / beta)   7.35 / 9.77 eV
Charge   0
Multiplicity   3
⟨S²⟩   2.037
Strongest force on any atom   4.3 eV/A

***

A cluster of 6 separate species, C13H29N6O11PSi in total, computed with the ωB97M-V functional and the def2-TZVPD basis.

Each line ends with the natural charge from an NBO analysis.
Geometry (Å):
C  -2.499  -1.902  0.571  -0.60
C  -1.168  -1.659  1.300  -0.86
Si  -1.194  -0.239  2.533  1.01
C  -1.822  1.354  1.772  -0.48
C  -2.676  2.212  2.472  -0.18
C  -3.084  3.407  1.879  -0.22
C  -2.645  3.727  0.603  -0.21
C  -1.811  2.868  -0.109  -0.23
C  -1.396  1.688  0.490  -0.15
P  0.930  0.209  3.136  0.82
N  0.748  0.787  4.763  -1.13
O  1.703  -1.249  3.229  -0.99
H  -3.206  -2.418  1.213  0.21
H  -2.936  -1.000  0.151  0.21
H  -2.331  -2.577  -0.271  0.18
H  -0.935  -2.556  1.875  0.24
H  -0.346  -1.535  0.595  0.23
H  -2.036  -0.555  3.721  -0.19
H  -2.995  1.948  3.469  0.21
H  -3.723  4.075  2.437  0.21
H  -2.962  4.660  0.158  0.21
H  -1.464  3.127  -1.094  0.22
H  -0.724  1.025  -0.038  0.20
H  -0.167  0.512  5.109  0.36
H  0.681  1.803  4.660  0.39
H  2.493  -1.165  2.681  0.51
C  -1.272  0.575  -3.309  -0.49
N  -0.220  1.625  -3.244  0.54
O  0.906  1.285  -2.951  -0.38
O  -0.572  2.762  -3.483  -0.39
H  -0.822  -0.380  -3.067  0.22
H  -2.037  0.844  -2.584  0.23
H  -1.673  0.576  -4.312  0.26
C  1.390  -1.995  -5.934  -0.49
N  -0.069  -1.707  -5.991  0.54
O  -0.426  -0.555  -5.831  -0.40
O  -0.809  -2.644  -6.184  -0.37
H  1.915  -1.065  -5.750  0.23
H  1.545  -2.704  -5.125  0.25
H  1.671  -2.429  -6.888  0.23
C  4.482  -2.412  -0.704  -0.48
N  3.803  -1.743  0.436  0.54
O  2.785  -1.128  0.209  -0.36
O  4.311  -1.858  1.534  -0.39
H  3.909  -2.213  -1.601  0.24
H  5.486  -2.005  -0.775  0.23
H  4.508  -3.474  -0.486  0.24
C  0.725  5.688  4.630  -0.48
N  0.923  4.386  3.939  0.54
O  1.939  4.224  3.308  -0.34
O  0.029  3.565  4.060  -0.41
H  1.589  6.312  4.436  0.23
H  -0.182  6.131  4.231  0.24
H  0.618  5.479  5.690  0.24
C  -0.280  -4.832  -1.270  -0.48
N  0.722  -4.144  -2.130  0.54
O  1.854  -4.039  -1.707  -0.38
O  0.336  -3.727  -3.201  -0.39
H  0.210  -5.141  -0.355  0.24
H  -1.076  -4.122  -1.070  0.24
H  -0.654  -5.685  -1.828  0.24

Structure (SMILES)   CC[Si@H](c1ccccc1)P(N)O.C[N+](=O)[O-].C[N+](=O)[O-].C[N+](=O)[O-].C[N+](=O)[O-].C[N+](=O)[O-]
Highest occupied orbital energy   -7.4 eV
Kohn-Sham gap   7.15 eV
Charge   0
Strongest force on any atom   1.1 eV/A

***

A cluster of 2 separate species, C4H8N2O in total, computed with the ωB97M-V functional and the def2-TZVPD basis.

Each line ends with the natural charge from an NBO analysis.
Geometry (Å):
C  -1.785  0.483  0.495  -0.65
C  -0.551  -0.318  0.260  0.06
C  0.430  -0.661  1.148  -0.10
N  1.449  -1.350  0.538  -0.45
C  1.105  -1.414  -0.722  0.16
N  -0.072  -0.778  -0.948  -0.52
H  -2.372  -0.018  1.264  0.24
H  -2.423  0.433  -0.395  0.22
H  -1.628  1.522  0.773  0.24
H  0.485  -0.498  2.212  0.21
H  1.656  -1.803  -1.564  0.20
H  -0.541  -0.653  -1.833  0.42
H  2.201  1.594  -0.379  0.47
H  0.680  1.399  -0.345  0.47
O  1.366  2.063  -0.503  -0.95

Energy relative to the best compared isomer or geometry (same formula, charge and spin)   91.57 kJ/mol
Structure (SMILES)   Cc1cnc[nH]1.O
Highest occupied orbital energy   -8.9 eV
Kohn-Sham gap   9.68 eV
Charge   0
Strongest force on any atom   1.3 eV/A

***

A cluster of 2 separate species, HO3PS2 in total, computed with the ωB97M-V functional and the def2-TZVPD basis.

Each line ends with the natural charge from an NBO analysis.
Geometry (Å):
O  2.637  -0.141  0.910  -0.94
O  2.604  1.042  -1.119  -0.94
O  0.416  0.111  0.351  -0.99
P  1.693  -0.361  -0.373  1.65
S  0.144  -3.017  -0.363  -0.12
S  3.550  1.197  0.201  0.81
H  -0.438  -0.035  -0.057  0.53

Energy relative to the best compared isomer or geometry (same formula, charge and spin)   467.84 kJ/mol
Highest occupied orbital energy (alpha / beta)   -8.7 / -8.7 eV
Kohn-Sham gap (alpha / beta)   5.81 / 5.97 eV
Charge   0
Strongest force on any atom   2.5 eV/A